Record 1
The following is a quantum chemistry calculation of C22H29NO3 in the gas phase, from OMol25.

The total charge is 0. Its SMILES is CCN(CC)C[C@H](O)COc1ccccc1C(=O)CCc1ccccc1. The value obtained for the LUMO energy is 0.488 eV. The value obtained for the orbital gap is 8.9 eV.

XYZ file:
```
55
Properties=species:S:1:pos:R:3:forces:R:3:nbo_charge:R:1
C -4.400 -2.376 -0.260 0.0 0.3 0.2 -0.64
H -3.373 -2.668 -0.467 0.1 -0.1 -0.1 0.20
H -4.945 -3.252 0.080 0.0 -0.1 0.0 0.21
C -4.452 -1.289 0.821 -0.1 -0.2 -0.1 -0.21
N -3.748 -0.053 0.532 0.1 0.0 0.0 -0.45
C -4.299 0.730 -0.566 -0.2 0.2 0.1 -0.23
H -3.643 1.592 -0.694 -0.1 -0.1 -0.1 0.22
C -5.707 1.234 -0.272 0.2 -0.1 -0.1 -0.62
H -5.979 1.993 -1.001 -0.1 0.1 -0.1 0.21
H -6.441 0.435 -0.326 -0.1 0.0 0.0 0.20
H -5.740 1.675 0.721 0.0 0.1 0.1 0.21
H -4.297 0.167 -1.515 0.1 0.1 0.0 0.16
C -2.314 -0.225 0.417 0.0 0.4 0.1 -0.24
H -2.003 -0.565 -0.586 0.1 0.0 0.1 0.17
H -2.009 -0.987 1.137 0.0 -0.1 0.0 0.20
C -1.564 1.082 0.744 0.5 -0.6 0.4 0.08
O -1.380 1.905 -0.381 0.2 0.3 -0.5 -0.71
H -0.790 1.442 -0.989 0.0 0.0 0.0 0.47
C -0.210 0.781 1.404 -0.4 0.4 0.1 -0.09
O 0.503 -0.081 0.536 0.0 -0.2 -0.1 -0.55
C 1.693 -0.598 0.943 0.2 -0.3 0.0 0.43
C 2.305 -0.245 2.141 -0.2 0.2 0.0 -0.32
C 3.490 -0.840 2.535 0.0 -0.1 -0.1 -0.17
C 4.074 -1.823 1.757 0.1 0.0 0.1 -0.25
C 3.472 -2.181 0.568 -0.2 0.1 0.0 -0.14
C 2.305 -1.564 0.124 0.1 -0.2 0.5 -0.24
C 1.808 -2.004 -1.206 -0.4 0.2 -0.3 0.59
O 1.929 -3.156 -1.561 0.1 0.0 0.0 -0.54
C 1.249 -0.956 -2.144 0.0 -0.2 -0.4 -0.49
H 0.481 -0.379 -1.634 0.0 0.0 -0.1 0.22
H 0.809 -1.476 -2.997 0.0 0.0 0.1 0.23
C 2.362 -0.016 -2.649 -0.1 0.0 0.1 -0.43
C 2.886 0.880 -1.563 0.1 0.2 -0.2 0.07
C 4.104 0.623 -0.947 0.0 0.2 -0.1 -0.23
C 4.549 1.418 0.094 0.1 0.0 0.0 -0.21
C 3.784 2.485 0.531 0.0 0.1 0.1 -0.22
C 2.581 2.766 -0.095 -0.1 0.1 0.1 -0.21
C 2.139 1.971 -1.137 0.1 -0.1 0.0 -0.26
H 1.207 2.209 -1.629 -0.1 0.0 -0.1 0.20
H 1.985 3.609 0.225 0.0 0.1 0.0 0.22
H 4.128 3.101 1.348 0.0 0.1 0.1 0.21
H 5.496 1.201 0.567 0.1 0.0 0.0 0.22
H 4.706 -0.208 -1.283 0.0 -0.1 0.0 0.21
H 1.945 0.593 -3.456 0.1 -0.1 0.0 0.22
H 3.173 -0.618 -3.063 0.0 0.0 -0.1 0.21
H 3.905 -2.945 -0.061 0.0 -0.1 -0.1 0.23
H 4.987 -2.303 2.073 0.1 0.0 0.0 0.22
H 3.949 -0.535 3.463 0.0 0.0 0.1 0.22
H 1.865 0.508 2.775 -0.1 0.1 0.0 0.22
H -0.370 0.304 2.378 0.1 0.0 -0.1 0.18
H 0.343 1.719 1.540 0.0 -0.1 0.0 0.19
H -2.170 1.669 1.441 0.1 -0.1 0.0 0.20
H -5.493 -1.034 1.024 0.0 -0.1 0.1 0.20
H -4.027 -1.689 1.747 -0.1 0.0 0.0 0.19
H -4.857 -2.028 -1.183 0.0 0.0 -0.1 0.20
```
Forces are in eV/Å.

Record 2
The following is a quantum chemistry calculation of C25H32BF4N2O2PPtSi as an isolated structure, from OMol25.

The total charge is 0. Its expectation value of S² is 6.042. The value obtained for the LUMO energy (alpha / beta) is -0.260 / -2.857 eV. The multiplicity is 5. The value obtained for the orbital gap (alpha / beta) is 7.8 / 6.2 eV.

XYZ file:
```
69
Properties=species:S:1:pos:R:3:forces:R:3:mulliken_spin:R:1
Pt -0.322 0.205 -0.790 -0.2 0.1 -0.1 1.58
C -0.669 3.394 -4.138 0.0 0.0 0.0 0.02
C -0.578 2.759 -2.776 -0.1 0.0 0.0 0.04
O 0.008 1.678 -2.676 0.0 0.0 0.0 0.22
C -1.177 3.510 -1.693 0.0 0.0 0.0 0.26
C -1.175 3.272 -0.342 0.0 0.0 0.0 -0.17
C -1.719 4.311 0.593 0.0 0.0 0.0 0.02
N -0.706 2.117 0.209 0.0 0.0 0.1 0.43
N -0.646 2.095 1.526 0.0 0.1 0.0 0.32
C -0.408 0.857 2.033 0.0 -0.1 0.0 0.02
O -0.339 -0.184 1.336 0.0 0.0 0.0 0.20
C -0.230 0.734 3.489 0.0 0.0 0.0 0.04
C -0.027 -0.542 4.016 0.0 0.0 0.0 0.02
C 0.182 -0.690 5.377 0.0 0.0 0.0 -0.01
C 0.199 0.425 6.205 0.0 0.0 0.0 0.02
C -0.002 1.696 5.677 0.0 0.0 0.0 -0.01
C -0.221 1.853 4.320 0.0 0.0 0.0 0.03
H -0.157 2.777 -4.870 0.0 0.0 0.0 0.00
H -0.239 4.397 -4.122 0.0 0.0 0.0 0.00
H -1.720 3.496 -4.417 0.0 0.0 0.0 0.00
H -1.627 4.445 -1.998 0.0 0.0 0.0 0.01
H -2.118 5.152 0.032 0.0 0.0 0.0 0.00
H -0.935 4.661 1.264 0.0 0.0 0.0 -0.01
H -2.499 3.883 1.222 0.0 0.0 0.0 -0.01
H -0.026 -1.396 3.350 0.0 0.0 0.0 -0.01
H 0.338 -1.677 5.791 0.0 0.0 0.0 0.00
H 0.367 0.304 7.268 0.0 0.0 0.0 0.00
H 0.008 2.561 6.327 0.0 0.0 0.0 0.00
H -0.380 2.834 3.894 0.0 0.0 0.0 0.01
F 0.412 -2.222 -0.652 0.0 0.0 0.0 0.03
B 0.599 -3.392 0.188 0.0 0.0 0.1 0.03
F 1.960 -3.736 0.058 0.0 -0.1 0.0 0.00
F -0.235 -4.392 -0.271 0.0 0.0 0.0 0.00
F 0.324 -3.042 1.511 0.0 0.0 0.0 0.00
C 2.918 -1.047 -1.616 0.0 0.0 0.0 -0.01
P 2.104 0.274 -0.697 0.0 0.0 -0.1 0.30
C 2.743 1.820 -1.395 0.0 0.0 0.0 0.03
C 2.689 0.211 1.004 0.0 0.0 0.0 0.02
C 2.856 -1.027 1.626 0.0 0.0 0.0 0.02
C 3.230 -1.076 2.960 0.0 0.0 0.0 -0.01
C 3.423 0.094 3.681 0.0 0.0 0.0 0.02
C 3.242 1.326 3.068 0.0 0.0 0.0 -0.01
C 2.873 1.386 1.733 0.0 0.0 0.0 0.02
H 3.996 -0.881 -1.615 0.0 0.0 0.0 0.01
H 2.536 -1.034 -2.637 0.0 0.0 0.0 0.00
H 2.677 -2.012 -1.172 0.0 0.0 0.0 -0.01
H 3.812 1.910 -1.198 0.0 0.0 0.0 0.00
H 2.216 2.675 -0.973 0.0 0.0 0.0 0.00
H 2.563 1.806 -2.469 0.0 0.0 0.0 0.00
H 2.681 -1.951 1.090 0.0 0.0 0.0 0.00
H 3.353 -2.039 3.438 0.0 0.0 0.0 0.00
H 3.702 0.047 4.725 0.0 0.0 0.0 0.00
H 3.380 2.240 3.630 0.0 0.0 0.0 0.00
H 2.727 2.353 1.267 0.0 0.0 0.0 0.01
C -1.632 -4.216 -3.579 0.0 0.0 0.0 0.01
Si -2.995 -2.963 -3.394 0.0 0.0 0.0 0.00
C -4.230 -3.502 -2.103 0.0 0.0 0.0 0.01
C -3.836 -2.607 -5.025 0.0 0.0 0.0 0.00
C -2.194 -1.423 -2.759 0.0 0.0 0.0 0.29
C -1.552 -0.624 -2.096 0.1 0.0 0.0 0.17
H -2.027 -5.177 -3.918 0.0 0.0 0.0 0.00
H -1.133 -4.366 -2.619 0.0 0.0 0.0 0.00
H -0.886 -3.882 -4.303 0.0 0.0 0.0 0.00
H -4.732 -4.422 -2.412 0.0 0.0 0.0 0.00
H -4.992 -2.739 -1.933 0.0 0.0 0.0 0.00
H -3.719 -3.694 -1.158 0.0 0.0 0.0 0.00
H -4.307 -3.509 -5.423 0.0 0.0 0.0 0.00
H -3.116 -2.248 -5.763 0.0 0.0 0.0 0.00
H -4.609 -1.845 -4.909 0.0 0.0 0.0 0.00
```
Forces are in eV/Å.

Record 3
The following is a quantum chemistry calculation of C41H48N4O4P2ReSSi2 as an isolated structure, from OMol25.

The total charge is 0. Its expectation value of S² is 0.760. The value obtained for the LUMO energy (alpha / beta) is -1.253 / -1.900 eV. The multiplicity is 2. The value obtained for the orbital gap (alpha / beta) is 6.5 / 5.8 eV.

XYZ file:
```
103
Properties=species:S:1:pos:R:3:forces:R:3:mulliken_spin:R:1
Re -0.028 -0.013 -0.319 -0.1 -0.1 -0.4 0.86
C -0.742 1.367 3.219 0.1 0.0 -0.2 0.00
Si 0.314 0.179 2.169 0.0 -0.3 0.1 -0.05
C -0.272 -1.501 2.880 0.2 0.1 0.0 0.00
C 2.110 0.305 2.713 -0.2 0.1 -0.2 0.02
C 2.497 0.299 4.052 0.0 0.0 0.1 0.00
C 3.836 0.380 4.394 0.0 0.0 0.0 0.00
C 4.800 0.482 3.397 0.0 0.0 0.0 0.00
C 4.420 0.491 2.064 0.1 0.0 0.0 0.00
C 3.076 0.397 1.708 -0.3 0.0 -0.2 -0.01
Si 2.491 0.382 -0.101 0.4 -0.1 0.0 -0.06
C 3.253 1.965 -0.870 -0.2 -0.1 0.0 0.01
C 3.564 -0.961 -0.922 -0.2 0.1 0.1 0.02
H -0.309 1.363 4.223 0.0 0.0 0.0 0.00
H -1.765 0.996 3.314 0.0 0.0 0.0 0.00
H -0.771 2.408 2.896 0.1 -0.1 0.0 0.00
H -0.288 -1.399 3.970 0.0 0.1 0.0 0.00
H 0.434 -2.304 2.655 0.0 0.0 -0.1 0.00
H -1.276 -1.822 2.601 -0.1 0.0 -0.1 0.00
H 1.753 0.224 4.837 0.0 0.0 0.0 0.00
H 4.134 0.366 5.435 0.0 0.0 0.0 0.00
H 5.847 0.554 3.664 0.0 0.0 0.0 0.00
H 5.181 0.576 1.297 0.0 0.0 0.0 0.00
H 4.176 2.200 -0.337 0.1 0.0 0.0 0.00
H 2.634 2.864 -0.851 0.0 -0.1 0.0 0.00
H 3.522 1.779 -1.912 0.0 0.0 -0.1 0.00
H 4.596 -0.601 -0.924 0.0 0.0 0.0 0.00
H 3.281 -1.148 -1.959 0.0 0.0 0.0 0.00
H 3.555 -1.904 -0.374 0.0 0.1 0.0 0.00
O 0.821 -0.389 -2.769 -0.1 0.3 0.4 0.10
C 0.713 0.637 -2.099 0.1 0.0 0.0 0.03
C 0.697 1.992 -2.691 -0.1 0.3 0.0 -0.01
C 1.192 2.270 -3.959 0.0 -0.1 0.0 0.00
C 1.104 3.564 -4.441 0.0 0.0 0.0 0.00
C 0.520 4.565 -3.670 0.0 0.0 0.0 0.00
C 0.017 4.285 -2.407 0.0 0.0 0.0 0.00
C 0.108 2.991 -1.919 0.1 -0.4 -0.1 0.02
P -0.487 2.392 -0.307 -0.2 0.2 -0.1 -0.01
C -2.286 2.725 -0.339 0.0 -0.1 0.0 0.00
C -2.987 2.866 -1.534 0.1 0.0 0.0 0.00
C -4.375 2.910 -1.534 0.0 0.0 0.0 0.00
C -5.075 2.811 -0.342 0.0 0.0 0.0 0.00
C -4.385 2.701 0.859 0.0 0.0 0.0 0.00
C -2.999 2.661 0.864 0.0 0.0 0.0 0.00
C 0.125 3.685 0.825 0.0 0.0 0.0 -0.01
C 1.334 3.511 1.489 0.0 -0.1 0.0 -0.01
C 1.834 4.512 2.306 0.1 0.0 0.0 0.00
C 1.131 5.696 2.468 0.0 0.0 0.0 0.00
C -0.073 5.880 1.803 0.0 0.0 0.0 0.00
C -0.577 4.882 0.984 0.1 -0.1 0.0 0.00
H 1.633 1.475 -4.544 0.0 0.0 0.0 0.00
H 1.489 3.803 -5.423 0.0 0.0 0.0 0.00
H 0.458 5.572 -4.059 0.0 0.0 0.0 0.00
H -0.438 5.068 -1.815 0.0 0.0 0.0 0.00
H -2.456 2.936 -2.474 0.0 -0.1 0.0 0.00
H -4.908 2.993 -2.471 0.0 0.0 0.0 0.00
H -6.157 2.825 -0.351 0.0 0.0 0.0 0.00
H -4.926 2.645 1.795 0.0 0.0 0.0 0.00
H -2.466 2.585 1.805 -0.1 0.0 -0.1 0.00
H 1.891 2.585 1.379 -0.1 0.2 0.1 0.01
H 2.774 4.360 2.820 0.0 0.0 0.0 0.00
H 1.518 6.474 3.111 0.0 0.0 0.0 0.00
H -0.625 6.803 1.924 0.0 0.0 0.0 0.00
H -1.520 5.037 0.478 -0.1 0.0 0.0 0.00
N -2.188 -0.353 0.244 0.3 -0.1 0.3 0.03
C -3.014 -0.698 -0.903 0.0 0.1 -0.2 -0.03
C -4.181 -1.433 -0.734 0.0 0.0 0.0 0.00
C -4.967 -1.716 -1.839 0.1 0.0 0.2 0.00
C -4.585 -1.267 -3.094 -0.2 -0.1 -0.4 0.00
C -3.406 -0.568 -3.266 0.1 0.1 0.0 0.01
C -2.620 -0.277 -2.162 -0.1 -0.1 0.1 0.03
S -5.684 -1.559 -4.504 0.0 0.1 0.3 0.00
O -6.786 -0.664 -4.190 0.0 0.0 -0.1 0.00
O -4.889 -1.177 -5.654 0.1 0.0 -0.1 0.00
O -5.991 -2.971 -4.395 0.0 0.0 0.0 0.00
H -2.296 -1.088 0.938 0.1 0.0 0.1 0.02
H -2.551 0.494 0.680 -0.1 0.0 0.0 -0.03
H -4.479 -1.763 0.256 0.0 0.0 0.0 0.00
H -5.885 -2.281 -1.744 0.0 0.0 0.0 0.00
H -3.128 -0.258 -4.264 0.0 0.0 0.0 0.00
H -1.705 0.290 -2.285 0.1 0.1 0.0 0.00
C 0.263 -5.587 -0.143 0.0 0.0 0.0 0.00
N -1.082 -5.022 -0.185 0.0 0.0 0.0 0.00
C -1.586 -5.105 -1.556 -0.1 -0.1 0.0 0.00
N -0.707 -4.467 -2.525 0.0 0.0 0.0 0.00
C 0.623 -5.048 -2.427 0.0 -0.1 0.0 0.00
N 1.191 -4.964 -1.082 0.0 -0.1 0.0 0.00
C 1.494 -3.588 -0.718 0.1 0.1 0.2 0.00
P -0.022 -2.518 -0.689 0.0 -0.2 0.0 0.06
C -1.094 -3.655 0.322 -0.1 0.0 0.2 0.00
C -0.692 -3.026 -2.358 0.1 0.1 -0.1 0.00
H 0.190 -6.647 -0.395 0.0 0.0 0.0 0.00
H 0.661 -5.497 0.870 0.0 0.0 0.0 0.00
H -2.574 -4.643 -1.609 0.0 0.0 0.0 0.00
H -1.682 -6.161 -1.816 0.0 0.0 0.0 0.00
H 1.289 -4.546 -3.131 0.0 0.0 0.0 0.00
H 0.556 -6.104 -2.701 0.0 0.0 0.0 0.00
H 2.205 -3.170 -1.432 -0.1 0.0 0.0 0.00
H 1.964 -3.569 0.272 0.0 0.1 -0.1 0.00
H -2.125 -3.287 0.316 0.0 0.0 0.0 0.00
H -0.746 -3.666 1.358 0.0 0.0 -0.1 0.00
H -0.070 -2.567 -3.126 0.0 0.0 0.0 0.01
H -1.705 -2.649 -2.479 -0.1 0.1 0.0 0.00
```
Forces are in eV/Å.

Record 4
The following is a quantum chemistry calculation of C23H37N2O6S3ScTe as an isolated structure at a distorted geometry, from OMol25.

The total charge is +2. The value obtained for the LUMO energy is -5.085 eV. The value obtained for the orbital gap is 8.2 eV.

XYZ file:
```
73
Properties=species:S:1:pos:R:3:forces:R:3:mulliken_charge:R:1
Sc 0.561 0.824 -0.859 0.3 -0.1 0.2 -0.11
C -2.645 0.702 1.051 -0.6 -1.7 -1.3 -0.11
C -1.830 1.326 2.155 -1.1 -1.0 1.1 -0.78
S -0.042 1.202 1.932 -0.1 0.7 0.4 0.18
C 0.358 2.956 2.308 1.8 -0.4 0.0 -1.08
C -0.236 3.964 1.366 -1.5 0.8 0.8 -0.73
S 0.214 3.550 -0.306 1.2 -0.2 0.1 0.27
C -1.272 3.766 -1.188 -1.4 0.2 -0.2 -0.56
C -2.439 2.900 -0.735 1.8 -0.7 2.2 -1.16
S -2.107 1.112 -0.670 0.1 -0.7 0.3 0.12
H -2.568 -0.445 1.079 -0.2 1.7 0.0 -0.52
H -3.737 0.969 1.050 1.0 -0.2 0.5 0.64
H -2.128 2.348 2.298 0.2 0.6 0.0 0.78
H -2.157 0.824 3.110 0.6 0.3 -0.8 0.24
H 0.187 3.156 3.354 -0.6 0.1 0.3 0.63
H 1.474 3.061 2.249 -0.7 -0.4 -0.1 0.29
H -1.364 4.019 1.496 1.4 0.0 -0.4 0.36
H 0.139 4.980 1.588 -0.1 -0.5 0.0 0.59
H -1.576 4.803 -1.082 0.0 0.2 -0.2 0.69
H -0.989 3.575 -2.211 -0.3 0.2 -0.4 0.05
H -2.717 3.085 0.322 0.0 0.4 -0.7 0.39
H -3.281 2.986 -1.320 -1.8 0.6 -1.4 0.82
O 4.190 1.761 1.221 1.9 1.6 -0.5 -0.44
C 3.333 1.472 0.332 -0.6 0.6 -1.8 0.25
O 2.424 0.682 0.490 -1.0 -0.5 -0.1 -0.29
C 3.513 2.227 -0.989 -0.1 -1.6 -0.8 -0.65
O 2.432 1.796 -1.826 0.4 0.2 0.0 -0.02
C 2.210 2.594 -3.027 0.5 1.1 0.0 -0.12
C 0.722 2.496 -3.313 0.3 0.2 -1.2 0.19
O 0.219 3.188 -4.165 0.0 -0.1 0.6 -0.59
O 0.144 1.526 -2.661 -0.6 0.2 0.4 0.06
H 4.095 1.314 2.039 -0.3 -1.1 1.5 0.44
H 3.454 3.286 -0.889 0.2 0.9 0.5 0.59
H 4.465 1.928 -1.472 -0.2 0.3 0.5 0.41
H 2.552 3.682 -2.857 -0.6 -1.7 -0.3 0.35
H 2.682 2.184 -3.960 0.1 0.2 1.2 0.34
C -1.968 -2.979 1.776 -0.6 -0.5 -2.5 -1.09
Te -0.053 -2.281 1.124 0.1 0.2 0.1 0.18
C 0.287 -1.984 3.241 -1.1 2.6 -0.9 -1.28
C -1.129 -1.862 3.809 1.4 -0.2 -0.6 0.72
C -1.325 -1.223 4.996 -0.3 0.9 1.1 -0.42
C -2.603 -1.082 5.560 0.6 -1.5 -1.8 -0.77
C -3.646 -1.665 4.882 -0.3 0.4 -0.3 -0.59
C -3.427 -2.184 3.595 -2.4 -0.8 1.6 -0.97
C -2.202 -2.394 3.090 1.2 1.4 0.2 0.46
H -1.897 -4.056 1.811 0.0 -0.4 0.1 0.63
H -2.739 -2.766 0.959 0.9 -0.1 1.3 0.49
H 0.902 -1.046 3.415 -0.6 -1.5 -0.1 0.34
H 0.739 -2.878 3.499 1.2 -1.5 1.0 0.79
H -0.479 -0.781 5.502 0.2 0.0 0.1 0.46
H -2.782 -0.647 6.481 0.0 0.9 1.7 0.54
H -4.638 -1.677 5.339 0.2 0.1 -0.4 0.40
H -4.281 -2.599 3.098 -0.4 -0.1 -0.4 0.50
C 0.458 -2.662 -4.680 2.2 -1.1 -0.4 -0.90
N 0.173 -2.147 -3.376 1.2 0.5 1.8 0.08
C -1.032 -1.322 -3.435 0.8 1.2 1.3 -0.81
C 1.110 -2.005 -2.310 -1.9 -0.4 -3.3 0.25
O 1.040 -0.949 -1.638 -0.1 0.9 0.9 -0.41
N 2.021 -2.929 -2.048 0.7 0.2 -0.2 0.33
C 3.258 -2.527 -1.329 -1.9 0.3 0.9 -0.81
C 1.952 -4.307 -2.544 0.2 1.5 -1.2 -1.25
H 0.688 -1.862 -5.412 -0.1 -0.3 0.4 0.32
H -0.421 -3.193 -5.008 -0.1 -0.4 -0.4 0.32
H 1.344 -3.361 -4.619 -1.1 0.8 -0.5 0.26
H -0.887 -0.253 -3.786 0.1 -1.2 0.5 0.09
H -1.418 -1.375 -2.414 -0.5 0.6 -0.2 0.15
H -1.718 -1.790 -4.105 -0.5 -0.4 -0.3 0.52
H 3.634 -3.309 -0.674 -0.1 -0.2 -0.2 0.32
H 2.991 -1.658 -0.717 0.3 -0.3 -0.1 0.06
H 3.963 -2.232 -2.048 1.3 0.2 -0.9 0.35
H 0.920 -4.479 -2.779 -0.4 -0.6 0.1 0.51
H 2.320 -4.824 -1.715 0.3 -1.6 1.0 0.40
H 2.568 -4.508 -3.451 -0.2 0.3 0.7 0.30
```
Forces are in eV/Å.